Density functional theory data (ωB97M-V/def2-TZVPD) for a 3-piece molecular cluster, C2H11NO2S2 overall at a distorted geometry.

HOMO energy = -9.006 eV
SMILES = NCCSS.O.O
E_tot = -1084.39068 Eh
F_max = 0.02987 Eh/bohr

CARTESIAN COORDINATES (ANGSTROEM)
N -1.317 -1.552 0.850
C -0.541 -0.353 1.189
C 0.889 -0.613 0.773
S 2.114 0.493 1.580
S 3.726 0.381 0.243
H -2.194 -1.622 1.336
H -1.462 -1.513 -0.142
H -0.557 -0.157 2.263
H -0.997 0.483 0.654
H 1.039 -0.689 -0.305
H 1.242 -1.584 1.120
H 3.063 1.094 -0.715
H -2.495 -0.591 -2.202
H -2.022 0.745 -1.619
O -2.681 0.044 -1.510
H 1.153 1.792 -1.858
H 0.655 1.786 -0.368
O 0.385 1.855 -1.288

***

Density functional theory data (ωB97M-V/def2-TZVPD) for a 2-piece molecular cluster, C8H16O5S overall.

HOMO energy = -8.692 eV
SMILES = CCSCCOC=O.COC(=O)OC
E_tot = -1088.80882 Eh
F_max = 0.00890 Eh/bohr

CARTESIAN COORDINATES (ANGSTROEM)
C -3.591 1.399 1.594
C -2.756 0.128 1.700
S -1.415 -0.154 0.478
C -1.171 1.422 -0.364
C -0.194 2.397 0.291
O -0.499 2.611 1.677
C 0.201 1.906 2.580
O 1.248 1.360 2.387
H -4.026 1.633 2.567
H -4.413 1.273 0.888
H -3.005 2.267 1.298
H -2.312 0.045 2.694
H -3.403 -0.739 1.569
H -2.131 1.895 -0.558
H -0.755 1.145 -1.336
H 0.837 2.060 0.194
H -0.277 3.373 -0.186
H -0.314 1.946 3.548
C 2.272 -0.650 0.015
O 1.603 -1.262 -1.098
C 2.326 -2.164 -1.754
O 3.454 -2.496 -1.495
O 1.589 -2.644 -2.759
C 2.251 -3.636 -3.550
H 1.559 0.041 0.447
H 2.555 -1.396 0.755
H 3.162 -0.120 -0.323
H 2.521 -4.494 -2.938
H 3.150 -3.224 -4.006
H 1.535 -3.923 -4.313

***

Density functional theory data (ωB97M-V/def2-TZVPD) for C4H4Li2O as an isolated structure at a distorted geometry.

HOMO energy = -5.428 eV
E_tot = -244.83129 Eh
F_max = 0.17693 Eh/bohr

CARTESIAN COORDINATES (ANGSTROEM)
C 3.015 -0.548 0.024
C 3.139 0.645 0.381
O 2.455 -3.846 -1.774
C 2.794 -2.422 -0.581
C 2.449 -2.423 -2.026
H 3.801 -2.744 -0.284
H 2.002 -2.669 0.139
H 3.257 -2.061 -2.677
H 1.466 -1.985 -2.244
Li 3.886 -4.794 -2.466
Li 0.782 -4.643 -1.768

***

In the order shown, the computed energy above the lowest of the compared OMol25 structures with the same formula, charge and spin values come out to 8.8; 0.0; 0.0 kcal per mole.
In the order shown, the computed E_LUMO values come out to 0.2; 0.7; -2.2 eV.
In the order shown, the computed orbital gap values come out to 9.25; 9.44; 3.24 eV.